No. 1
150
Properties=species:S:1:pos:R:3 method="wB97M-V/def2-TZVPD" lumo_ev=0.45 total_charge=0 smiles=CC1(C)CCCC(C)(C)N1O.CC1(C)CCCC(C)(C)N1O.CC1(C)CCCC(C)(C)N1O.CC1(C)CCCC(C)(C)N1O.CC1(C)CCCC(C)(C)N1O e_homo_ev=-8.0 orbital_gap_ha=0.3090
C 4.687 3.858 -0.234
C 3.776 4.979 -0.849
C 4.428 6.412 -0.575
C 5.729 6.658 -1.370
C 5.355 6.560 -2.843
C 4.665 5.175 -3.222
N 3.665 4.646 -2.258
O 3.105 3.481 -2.644
C 3.931 5.442 -4.602
C 5.839 4.232 -3.537
C 2.399 5.178 -0.176
H 4.715 4.053 0.838
H 5.701 3.773 -0.625
H 4.309 2.858 -0.447
H 3.753 7.221 -0.852
H 4.648 6.420 0.493
H 6.493 5.946 -1.060
H 6.064 7.660 -1.101
H 6.119 6.765 -3.593
H 4.603 7.322 -3.049
H 3.383 4.573 -4.967
H 3.290 6.300 -4.400
H 4.621 5.840 -5.346
H 5.388 3.331 -3.952
H 6.535 4.500 -4.332
H 6.427 3.839 -2.707
H 1.892 4.228 -0.349
H 1.716 5.936 -0.559
H 2.648 5.445 0.851
H 3.596 2.718 -2.331
C -1.828 3.348 -1.197
C -2.205 2.864 -2.696
C -0.921 3.215 -3.449
C -0.715 2.467 -4.782
C -1.119 1.016 -4.585
C -2.596 0.626 -4.029
N -2.626 1.411 -2.788
O -3.760 1.173 -2.033
C -3.650 0.951 -5.097
C -2.649 -0.942 -3.682
C -3.366 3.755 -3.360
H -1.663 2.495 -0.539
H -2.534 4.114 -0.877
H -0.861 3.835 -1.070
H -0.874 4.268 -3.724
H -0.091 2.771 -2.898
H 0.301 2.550 -5.169
H -1.168 2.947 -5.650
H -0.336 0.523 -4.009
H -0.994 0.622 -5.593
H -3.605 0.043 -5.698
H -4.635 0.996 -4.631
H -3.456 1.704 -5.860
H -2.329 -1.688 -4.409
H -2.057 -1.056 -2.774
H -3.598 -1.330 -3.313
H -4.300 3.711 -2.800
H -3.629 3.375 -4.347
H -3.185 4.828 -3.285
H -3.393 0.655 -1.313
C 2.035 -3.274 -4.187
C 1.564 -3.314 -2.679
C 1.428 -4.826 -2.280
C 2.716 -5.401 -1.745
C 3.234 -4.621 -0.560
C 3.497 -3.132 -0.895
N 2.434 -2.521 -1.765
O 2.581 -1.223 -2.137
C 3.495 -2.411 0.454
C 4.879 -3.144 -1.479
C 0.249 -2.749 -2.582
H 3.102 -3.066 -4.263
H 1.608 -2.556 -4.888
H 1.736 -4.161 -4.745
H 0.772 -4.806 -1.410
H 1.064 -5.468 -3.082
H 3.355 -5.109 -2.578
H 2.611 -6.482 -1.650
H 4.230 -4.994 -0.321
H 2.562 -4.692 0.296
H 3.685 -1.338 0.462
H 2.671 -2.651 1.126
H 4.304 -2.789 1.080
H 5.158 -2.115 -1.704
H 5.686 -3.557 -0.874
H 4.865 -3.630 -2.455
H 0.149 -1.746 -3.000
H -0.085 -2.568 -1.561
H -0.530 -3.445 -2.891
H 1.809 -0.764 -1.798
C -2.670 -2.664 5.209
C -3.228 -3.981 4.568
C -2.192 -5.073 5.104
C -2.543 -6.506 4.962
C -4.012 -6.801 5.454
C -5.054 -5.701 4.919
N -4.524 -4.295 5.121
O -5.412 -3.284 4.956
C -5.440 -5.966 3.447
C -6.316 -5.835 5.838
C -3.114 -3.919 3.034
H -1.588 -2.582 5.308
H -2.892 -2.687 6.276
H -3.076 -1.660 5.089
H -1.143 -4.926 4.848
H -2.054 -4.894 6.170
H -1.741 -7.112 5.382
H -2.533 -6.805 3.914
H -4.084 -6.821 6.542
H -4.392 -7.808 5.281
H -5.954 -5.147 2.943
H -4.606 -6.081 2.755
H -6.099 -6.830 3.368
H -6.690 -6.859 5.884
H -6.182 -5.514 6.871
H -7.118 -5.229 5.417
H -2.975 -4.877 2.533
H -2.305 -3.258 2.726
H -3.974 -3.332 2.712
H -5.722 -2.961 5.805
C -1.704 1.651 4.650
C -1.785 1.942 3.091
C -1.080 3.216 2.700
C 0.441 3.124 2.690
C 0.928 1.964 1.747
C 0.146 0.540 1.850
N -1.310 0.944 2.079
O -2.066 -0.241 2.353
C 0.208 -0.171 0.384
C 0.656 -0.407 3.024
C -3.362 2.219 2.952
H -1.934 2.526 5.258
H -0.795 1.225 5.075
H -2.497 0.914 4.770
H -1.387 3.534 1.703
H -1.179 4.088 3.347
H 0.647 2.735 3.688
H 0.999 4.059 2.638
H 2.011 1.937 1.864
H 0.669 2.390 0.778
H -0.054 0.299 -0.563
H 1.228 -0.543 0.284
H -0.372 -1.085 0.516
H 0.227 -1.408 3.056
H 1.707 -0.679 2.925
H 0.556 -0.003 4.032
H -3.640 3.168 3.412
H -3.932 1.398 3.386
H -3.672 2.371 1.919
H -2.528 -0.345 1.518

No. 2
166
Properties=species:S:1:pos:R:3 method="wB97M-V/def2-TZVPD" lumo_ev=0.40 total_charge=0 e_homo_ev=-7.8 orbital_gap_ha=0.3010
C 16.809 15.428 15.585
C 18.301 15.246 15.609
O 18.807 14.656 16.620
N 18.988 15.969 14.692
H 17.763 18.845 18.730
H 19.976 15.926 14.668
C 18.420 16.553 13.469
H 16.296 15.172 16.482
H 16.261 14.775 14.934
H 16.516 16.444 15.270
H 18.236 17.661 13.546
H 17.522 16.057 13.141
H 19.162 16.502 12.739
C 15.716 20.408 10.403
C 15.597 20.698 11.862
O 14.680 20.313 12.582
N 16.610 21.406 12.397
H 13.891 19.057 11.982
H 17.434 21.809 11.917
C 16.771 21.683 13.761
H 16.263 19.437 10.170
H 16.162 21.156 9.776
H 14.791 20.267 9.870
H 16.906 20.762 14.396
H 15.906 22.291 14.124
H 17.648 22.276 13.951
C 21.888 18.839 15.109
C 22.974 17.853 14.634
O 23.560 18.040 13.546
N 23.195 16.790 15.452
H 22.614 16.669 16.325
H 23.409 16.739 12.075
C 24.125 15.674 15.316
H 22.230 19.818 14.741
H 21.721 18.797 16.156
H 20.878 18.611 14.615
H 24.514 15.683 14.280
H 23.638 14.729 15.554
H 25.012 15.754 15.941
C 23.645 10.992 14.930
C 22.844 12.008 14.104
C 21.507 12.347 14.838
C 20.538 11.319 14.239
N 19.064 11.511 14.602
C 18.792 11.591 16.028
C 17.385 11.132 16.219
C 17.137 10.105 15.086
C 18.346 10.287 14.188
C 18.501 12.693 13.830
H 24.611 10.807 14.427
H 23.153 10.026 14.938
H 23.814 11.369 15.953
H 22.637 11.636 13.128
H 23.423 12.906 14.044
H 21.190 13.358 14.594
H 21.672 12.314 15.948
H 20.795 10.322 14.612
H 20.430 11.318 13.181
H 18.929 12.602 16.376
H 19.444 10.853 16.385
H 16.659 11.956 16.214
H 17.284 10.547 17.151
H 16.213 10.270 14.484
H 17.004 9.103 15.515
H 18.071 10.333 13.131
H 19.046 9.472 14.195
H 17.421 12.784 14.099
H 18.673 12.659 12.750
H 19.010 13.499 14.188
C 9.755 20.174 13.120
C 11.156 19.832 13.582
C 11.371 19.665 15.104
C 12.870 19.459 15.240
N 13.351 19.556 16.663
C 13.448 21.033 17.076
C 14.267 20.969 18.371
C 15.300 19.874 18.065
C 14.771 19.170 16.791
C 12.463 18.848 17.632
H 9.727 20.309 12.041
H 9.213 20.979 13.597
H 9.039 19.394 13.327
H 11.940 20.537 13.283
H 11.465 18.937 13.096
H 10.749 18.891 15.544
H 11.032 20.592 15.634
H 13.475 20.174 14.703
H 13.130 18.454 14.843
H 12.487 21.450 17.160
H 14.000 21.430 16.219
H 13.506 20.774 19.140
H 14.740 21.931 18.589
H 15.385 19.103 18.826
H 16.269 20.366 17.852
H 14.758 18.087 16.784
H 15.296 19.606 15.965
H 11.517 19.377 17.680
H 12.897 18.674 18.578
H 12.324 17.822 17.238
C 20.064 14.635 7.261
O 19.926 16.015 7.781
C 18.927 16.040 8.746
C 18.714 17.449 9.169
N 19.736 17.995 10.237
H 19.405 18.815 10.907
H 20.118 17.154 10.692
C 20.832 18.722 9.517
C 20.315 19.942 8.688
O 20.301 19.629 7.299
C 21.441 20.182 6.634
H 20.635 13.968 7.947
H 20.673 14.864 6.401
H 19.089 14.284 6.996
H 19.170 15.376 9.629
H 17.990 15.725 8.302
H 17.751 17.580 9.747
H 18.778 18.025 8.224
H 21.316 18.027 8.842
H 21.454 19.109 10.317
H 20.889 20.916 8.721
H 19.306 20.230 8.932
H 22.288 19.693 7.119
H 21.552 21.307 6.714
H 21.376 19.914 5.592
C 13.891 15.837 11.413
C 14.448 17.232 11.411
O 13.506 18.216 11.583
O 15.667 17.496 11.362
H 13.748 15.494 12.437
H 14.385 15.098 10.791
H 12.885 15.891 11.081
C 18.450 10.859 10.083
C 19.495 11.733 10.765
O 19.264 12.977 10.744
O 20.436 11.169 11.306
H 17.498 10.973 10.665
H 18.685 9.775 10.021
H 18.160 11.304 9.083
C 21.649 21.634 11.579
C 20.234 21.211 11.735
O 19.326 22.072 11.783
O 20.063 19.974 11.715
H 22.125 20.864 10.937
H 22.168 21.513 12.520
H 21.792 22.681 11.246
C 14.702 14.157 18.440
C 14.422 15.660 18.119
O 14.809 16.527 18.913
O 14.012 15.874 16.926
H 13.969 13.537 17.862
H 14.687 13.928 19.507
H 15.737 13.852 18.152
C 21.980 14.213 10.422
C 22.036 15.492 11.253
O 23.294 15.975 11.328
O 21.068 15.927 11.929
H 22.502 13.436 10.955
H 22.405 14.501 9.517
H 20.938 13.775 10.320
C 18.465 15.850 19.518
C 18.621 17.235 19.094
O 17.511 17.905 18.822
O 19.750 17.758 18.915
H 17.504 15.752 20.075
H 19.284 15.511 20.179
H 18.444 15.230 18.627

No. 3
157
Properties=species:S:1:pos:R:3 method="wB97M-V/def2-TZVPD" s_squared=0.76 lumo_ev="-7.84 / -7.84" total_charge=+4 e_homo_ev="-10.7 / -14.9" multiplicity=2 orbital_gap_ha="0.1058 / 0.2579"
O -0.254 -2.544 1.896
C -1.470 -1.997 1.832
O -2.478 -2.481 2.378
O -1.508 -0.924 1.144
H 0.018 -1.859 1.280
C 1.347 -1.841 -0.702
C 2.511 -1.278 -1.360
N 2.772 -1.725 -2.721
C 4.014 -2.105 -3.224
C 3.769 -2.574 -4.528
N 2.362 -2.459 -4.748
C 1.799 -1.771 -3.665
C 1.727 -2.783 -5.992
H 1.279 -1.395 0.290
H 1.369 -2.910 -0.488
H 0.403 -1.606 -1.194
H 3.325 -1.422 -0.649
H 2.245 -0.229 -1.493
H 4.844 -2.098 -2.533
H 4.393 -3.082 -5.249
H 0.799 -1.429 -3.441
H 2.459 -2.773 -6.799
H 0.933 -2.058 -6.172
H 1.212 -3.728 -5.821
C -0.055 0.587 3.967
C 1.208 -0.226 4.106
N 1.077 -1.271 5.129
C 0.223 -2.384 5.079
C 0.213 -2.957 6.348
N 1.172 -2.344 7.156
C 1.635 -1.297 6.388
C 1.364 -2.657 8.601
H -0.815 -0.013 3.466
H 0.111 1.495 3.388
H -0.274 0.879 4.994
H 1.971 0.494 4.402
H 1.521 -0.721 3.187
H -0.391 -2.616 4.221
H -0.437 -3.739 6.710
H 2.321 -0.525 6.702
H 1.285 -1.707 9.130
H 2.272 -3.215 8.828
H 0.463 -3.207 8.875
C 0.153 -7.424 0.848
C -0.163 -6.345 1.848
N 1.071 -5.896 2.577
C 1.860 -4.802 2.223
C 2.762 -4.619 3.241
N 2.676 -5.736 4.134
C 1.518 -6.447 3.791
C 3.335 -5.829 5.397
H 0.922 -7.101 0.146
H -0.715 -7.743 0.270
H 0.613 -8.316 1.273
H -0.914 -6.688 2.560
H -0.531 -5.455 1.338
H 1.630 -4.245 1.327
H 3.540 -3.879 3.356
H 1.068 -7.276 4.319
H 2.781 -6.487 6.066
H 3.378 -4.837 5.846
H 4.368 -6.153 5.267
C 1.488 5.356 -8.683
C 2.286 5.807 -7.390
C 2.199 4.782 -6.231
C 2.860 5.146 -4.836
P 2.730 4.020 -3.408
C 1.024 3.940 -2.623
C 0.882 3.254 -1.268
C -0.652 3.007 -0.976
C -0.888 2.022 0.234
C 4.039 4.511 -2.200
C 3.634 5.790 -1.400
C 4.775 6.058 -0.340
C 4.492 7.373 0.324
C 3.205 2.399 -4.126
C 4.580 2.242 -4.907
C 4.760 0.803 -5.470
C 3.746 0.400 -6.498
H 1.659 4.348 -9.060
H 1.761 5.929 -9.569
H 0.419 5.490 -8.518
H 1.788 6.675 -6.959
H 3.290 6.191 -7.569
H 2.514 3.794 -6.566
H 1.146 4.521 -6.125
H 2.457 6.048 -4.374
H 3.920 5.257 -5.065
H 0.366 3.541 -3.395
H 0.665 4.956 -2.460
H 1.322 3.863 -0.479
H 1.557 2.399 -1.217
H -1.143 2.554 -1.838
H -1.059 4.003 -0.800
H -0.571 2.422 1.197
H -0.265 1.130 0.170
H -1.931 1.705 0.218
H 4.887 4.627 -2.875
H 4.161 3.700 -1.482
H 2.703 5.776 -0.833
H 3.697 6.636 -2.085
H 5.763 6.059 -0.802
H 4.796 5.162 0.280
H 5.245 7.643 1.064
H 3.463 7.366 0.683
H 4.274 8.197 -0.356
H 2.351 2.063 -4.714
H 3.223 1.643 -3.341
H 5.417 2.613 -4.315
H 4.577 2.928 -5.754
H 4.777 0.071 -4.662
H 5.779 0.895 -5.845
H 3.412 1.064 -7.295
H 2.813 0.294 -5.944
H 3.941 -0.545 -7.005
C -5.921 -2.571 -2.656
N -4.854 -1.897 -1.818
C -4.047 -3.023 -1.090
C -3.934 -1.081 -2.700
C -5.651 -1.027 -0.842
C -4.909 -0.567 0.447
O -3.829 0.337 0.114
H -5.410 -3.152 -3.424
H -6.556 -1.831 -3.142
H -6.554 -3.164 -1.996
H -4.714 -3.579 -0.432
H -3.196 -2.618 -0.542
H -3.683 -3.708 -1.856
H -3.159 -0.598 -2.105
H -4.419 -0.362 -3.360
H -3.465 -1.816 -3.354
H -6.455 -1.614 -0.399
H -6.079 -0.157 -1.340
H -4.527 -1.416 1.014
H -5.610 -0.038 1.092
H -3.049 -0.051 0.517
C -7.113 -0.084 5.070
N -6.108 1.089 5.054
C -6.253 1.991 3.798
C -6.581 1.919 6.230
C -4.709 0.573 5.419
C -4.085 -0.090 4.152
O -4.762 -1.079 3.486
H -8.070 0.215 4.643
H -7.179 -0.547 6.054
H -6.749 -0.840 4.375
H -5.989 1.430 2.901
H -5.553 2.827 3.802
H -7.224 2.449 3.608
H -6.590 1.343 7.155
H -7.628 2.171 6.060
H -5.819 2.690 6.343
H -4.809 -0.127 6.249
H -4.080 1.418 5.699
H -3.170 -0.630 4.395
H -3.734 0.641 3.423
H -4.190 -1.580 2.899

DFT total energy across the listed records, respectively: -65881.715, -92001.566, -79664.275 eV.